(1)
{"formula": "C29H27BiN6O7S3", "method": "wB97M-V/def2-TZVPD", "species": ["Bi", "N", "C", "C", "C", "C", "C", "C", "S", "O", "O", "N", "C", "N", "C", "C", "C", "N", "H", "H", "H", "H", "H", "H", "H", "H", "H", "O", "C", "C", "C", "C", "C", "C", "C", "O", "N", "N", "C", "S", "C", "C", "S", "H", "H", "H", "H", "H", "H", "H", "H", "H", "C", "O", "C", "C", "C", "C", "C", "C", "O", "C", "O", "C", "H", "H", "H", "H", "H", "H", "H", "H", "H"], "xyz": [[-0.436, 0.403, -0.741], [2.047, -4.836, -6.985], [1.283, -4.378, -5.909], [0.874, -3.043, -5.853], [0.067, -2.605, -4.821], [-0.333, -3.491, -3.830], [0.067, -4.816, -3.873], [0.868, -5.259, -4.910], [-1.376, -2.917, -2.524], [-2.309, -1.985, -3.123], [-1.903, -4.060, -1.835], [-0.444, -1.997, -1.575], [0.652, -2.475, -0.947], [1.277, -1.536, -0.190], [2.371, -1.891, 0.466], [2.887, -3.171, 0.394], [2.184, -4.058, -0.408], [1.084, -3.739, -1.070], [2.600, -4.129, -7.442], [2.582, -5.670, -6.800], [1.183, -2.356, -6.633], [-0.265, -1.575, -4.783], [-0.251, -5.485, -3.085], [1.175, -6.297, -4.952], [2.838, -1.122, 1.073], [3.777, -3.462, 0.930], [2.517, -5.086, -0.518], [-5.327, -1.674, 1.400], [-4.383, -1.960, 2.308], [-4.776, -2.680, 3.436], [-3.858, -3.020, 4.407], [-2.519, -2.652, 4.281], [-2.122, -1.936, 3.171], [-3.035, -1.574, 2.176], [-2.550, -0.804, 1.022], [-1.288, -0.467, 1.020], [-3.388, -0.485, 0.076], [-2.796, 0.250, -0.933], [-3.484, 0.384, -2.008], [-2.861, 1.313, -3.351], [-4.259, 0.961, -4.458], [-4.911, -0.337, -4.025], [-5.053, -0.333, -2.217], [-4.893, -1.199, 0.655], [-5.816, -2.965, 3.516], [-4.184, -3.581, 5.274], [-1.799, -2.928, 5.039], [-1.090, -1.640, 3.044], [-3.864, 0.884, -5.470], [-4.956, 1.796, -4.405], [-4.303, -1.198, -4.296], [-5.913, -0.435, -4.437], [-4.857, 5.666, -1.309], [-4.391, 5.684, 0.031], [-3.334, 4.906, 0.336], [-2.945, 4.931, 1.695], [-1.887, 4.177, 2.093], [-1.170, 3.338, 1.200], [-0.048, 2.577, 1.664], [0.613, 2.897, 2.983], [0.462, 1.608, 1.055], [-1.576, 3.313, -0.172], [-0.980, 2.598, -1.076], [-2.659, 4.129, -0.575], [-5.718, 6.327, -1.335], [-5.157, 4.659, -1.605], [-4.093, 6.034, -1.997], [-3.505, 5.548, 2.384], [-1.605, 4.193, 3.137], [0.438, 3.911, 3.324], [1.682, 2.729, 2.866], [0.254, 2.191, 3.736], [-2.932, 4.084, -1.619]], "mulliken_charge": [1.206, -0.594, 1.042, -0.847, -0.437, -0.335, -0.268, -0.761, 1.139, -0.511, -0.748, -0.099, 0.334, -0.136, -0.124, -0.901, -0.167, -0.396, 0.229, 0.232, 0.287, 0.428, 0.481, 0.290, 0.449, 0.387, 0.423, -0.685, 0.393, -0.665, -0.313, -0.890, -0.623, 0.184, 1.213, -0.593, -0.745, 0.432, -0.017, -0.126, -0.613, -0.456, -0.138, 0.677, 0.430, 0.376, 0.419, 0.480, 0.409, 0.320, 0.156, 0.465, -0.778, -0.458, 1.209, -0.912, -0.965, -0.168, 1.377, -1.600, -0.618, 0.558, -1.109, -0.516, 0.244, 0.313, 0.322, 0.445, 0.413, 0.463, 0.402, 0.304, 0.382], "multiplicity": 1, "total_charge": 0, "homo_energy_ev": -8.00}

(2)
{"formula": "C29H27MoN3O2S3Si", "method": "wB97M-V/def2-TZVPD", "species": ["Mo", "C", "N", "C", "C", "N", "C", "S", "C", "C", "C", "C", "C", "N", "H", "H", "H", "H", "H", "H", "H", "H", "H", "C", "O", "C", "S", "S", "H", "H", "H", "O", "Si", "C", "C", "C", "C", "C", "C", "C", "C", "C", "C", "C", "C", "C", "C", "C", "C", "C", "C", "H", "H", "H", "H", "H", "H", "H", "H", "H", "H", "H", "H", "H", "H", "H"], "xyz": [[-0.285, -1.466, -0.528], [4.974, -0.897, -0.748], [4.198, -1.171, 0.457], [4.640, -1.021, 1.756], [3.635, -1.375, 2.570], [2.556, -1.751, 1.760], [2.930, -1.606, 0.459], [2.081, -1.925, -0.978], [1.368, -2.342, 2.251], [1.386, -2.835, 3.548], [0.285, -3.489, 4.057], [-0.812, -3.668, 3.231], [-0.755, -3.148, 1.964], [0.297, -2.461, 1.447], [5.907, -0.426, -0.454], [4.414, -0.231, -1.403], [5.187, -1.823, -1.278], [5.628, -0.666, 1.991], [3.601, -1.356, 3.641], [2.269, -2.757, 4.160], [0.300, -3.876, 5.067], [-1.692, -4.203, 3.555], [-1.598, -3.281, 1.305], [-4.846, -3.173, -1.896], [-3.452, -3.543, -2.108], [-2.529, -2.944, -1.458], [-2.741, -1.697, -0.311], [-0.874, -3.378, -1.737], [-5.419, -3.904, -2.454], [-5.014, -2.169, -2.279], [-5.074, -3.223, -0.833], [-0.309, -0.228, -1.789], [-0.532, 1.354, -1.154], [0.886, 2.371, -1.749], [1.510, 2.070, -2.963], [2.535, 2.874, -3.440], [2.941, 3.985, -2.713], [2.327, 4.296, -1.507], [1.305, 3.492, -1.026], [-2.269, 1.816, -1.567], [-2.904, 1.237, -2.670], [-4.189, 1.621, -3.020], [-4.852, 2.585, -2.272], [-4.231, 3.171, -1.177], [-2.944, 2.791, -0.828], [-0.317, 0.935, 0.688], [0.970, 0.975, 1.249], [1.152, 0.895, 2.624], [0.056, 0.742, 3.460], [-1.231, 0.683, 2.929], [-1.414, 0.796, 1.564], [1.194, 1.208, -3.539], [3.009, 2.640, -4.383], [3.734, 4.617, -3.091], [2.639, 5.166, -0.945], [0.829, 3.744, -0.084], [-2.387, 0.490, -3.263], [-4.670, 1.181, -3.884], [-5.853, 2.889, -2.548], [-4.745, 3.929, -0.602], [-2.465, 3.266, 0.022], [1.825, 1.140, 0.600], [2.146, 0.980, 3.043], [0.197, 0.697, 4.533], [-2.086, 0.590, 3.586], [-2.420, 0.811, 1.160]], "mulliken_charge": [0.334, -0.835, 0.103, -0.707, -0.391, 0.575, 0.103, -0.131, 0.760, -1.046, -0.700, -1.037, -0.098, 0.511, 0.335, 0.348, 0.355, 0.503, 0.436, 0.420, 0.486, 0.492, 0.334, -0.707, -0.233, 0.834, -0.308, -0.127, 0.261, 0.331, 0.397, -0.602, 0.603, 0.343, -0.351, -0.823, -0.462, -0.804, 0.023, 0.519, -0.238, -0.815, -0.444, -0.841, -0.016, 0.085, -0.073, -0.872, -0.500, -1.079, -0.468, 0.393, 0.442, 0.427, 0.430, 0.417, 0.428, 0.459, 0.431, 0.430, 0.421, 0.691, 0.590, 0.482, 0.544, 0.628], "multiplicity": 1, "total_charge": 2, "relative_energy_kj_mol": 17.1, "homo_energy_ev": [-13.94, -13.94]}

(3)
{"formula": "C29H27N7O5STm", "method": "wB97M-V/def2-TZVPD", "species": ["Tm", "C", "C", "C", "C", "C", "C", "N", "C", "C", "C", "C", "C", "N", "C", "C", "C", "C", "C", "C", "N", "H", "H", "H", "H", "H", "H", "H", "H", "H", "H", "H", "H", "H", "H", "H", "N", "C", "C", "C", "O", "O", "H", "H", "H", "H", "H", "H", "O", "S", "O", "O", "C", "N", "C", "C", "C", "N", "C", "C", "C", "N", "C", "C", "H", "H", "H", "H", "H", "H"], "xyz": [[-0.870, 1.714, 0.141], [-1.498, 5.599, 0.074], [-0.436, 5.070, -0.852], [-0.042, 5.859, -1.968], [1.086, 5.509, -2.698], [1.811, 4.369, -2.313], [1.357, 3.647, -1.189], [0.137, 3.880, -0.589], [2.116, 2.507, -0.657], [3.327, 2.014, -1.141], [3.907, 0.935, -0.452], [3.282, 0.370, 0.664], [2.075, 0.930, 1.095], [1.445, 1.831, 0.300], [1.359, 0.594, 2.326], [1.930, -0.280, 3.279], [1.182, -0.676, 4.373], [-0.101, -0.168, 4.530], [-0.599, 0.703, 3.553], [-1.919, 1.402, 3.705], [0.063, 1.024, 2.408], [-1.072, 6.345, 0.800], [-1.942, 4.770, 0.632], [-2.311, 6.112, -0.471], [-0.679, 6.678, -2.274], [1.406, 6.094, -3.547], [2.739, 4.113, -2.824], [3.794, 2.325, -2.061], [4.873, 0.554, -0.767], [3.733, -0.511, 1.091], [2.910, -0.703, 3.089], [1.592, -1.387, 5.060], [-0.720, -0.441, 5.367], [-2.763, 0.682, 3.650], [-2.035, 2.167, 2.911], [-1.970, 1.928, 4.688], [-0.909, 1.068, -2.269], [-2.133, 1.572, -2.924], [-3.416, 1.414, -2.024], [-3.051, 1.718, -0.524], [-2.655, 2.915, -0.279], [-2.951, 0.744, 0.303], [-0.104, 1.297, -2.834], [-0.955, 0.042, -2.236], [-2.323, 1.006, -3.867], [-2.001, 2.621, -3.226], [-3.784, 0.385, -2.125], [-4.206, 2.070, -2.405], [-0.669, -7.502, -2.634], [0.811, -7.310, -2.709], [1.227, -6.310, -3.649], [1.681, -8.491, -2.691], [0.751, -6.761, -0.932], [0.484, -7.644, 0.024], [0.132, -7.157, 1.206], [-0.105, -5.820, 1.415], [0.215, -4.970, 0.333], [0.716, -5.438, -0.809], [-0.079, -3.553, 0.265], [0.650, -2.814, -0.708], [0.398, -1.446, -0.810], [-0.559, -0.794, -0.114], [-1.239, -1.522, 0.800], [-1.044, -2.876, 1.019], [-0.111, -7.949, 1.943], [-0.530, -5.439, 2.350], [1.327, -3.309, -1.376], [0.962, -0.908, -1.559], [-1.993, -1.012, 1.399], [-1.702, -3.387, 1.714]], "mulliken_spin": [2.020, 0.000, 0.000, 0.000, 0.000, 0.000, 0.000, -0.001, -0.003, 0.000, 0.000, 0.000, 0.001, -0.002, 0.000, -0.001, 0.000, 0.000, 0.000, 0.000, -0.001, 0.000, 0.000, 0.000, 0.000, 0.000, 0.000, 0.000, 0.000, 0.000, 0.000, 0.000, 0.000, 0.000, 0.000, 0.000, -0.003, 0.000, -0.001, -0.002, -0.002, -0.001, 0.000, 0.000, 0.000, 0.000, 0.000, 0.000, 0.000, 0.000, 0.000, 0.000, 0.000, 0.000, 0.000, 0.000, 0.000, 0.000, 0.000, 0.000, -0.002, -0.003, -0.002, 0.000, 0.000, 0.000, 0.000, 0.000, 0.001, 0.000], "s2": 2.002, "multiplicity": 3, "total_charge": 1, "homo_energy_ev": [-8.83, -8.83]}

(4)
{"formula": "C29H28AuN6OSe2Si", "method": "wB97M-V/def2-TZVPD", "species": ["Au", "Se", "Se", "C", "C", "C", "C", "C", "N", "C", "C", "C", "C", "C", "N", "H", "H", "H", "H", "H", "H", "H", "H", "C", "C", "C", "C", "Si", "O", "C", "C", "C", "C", "C", "C", "C", "C", "C", "C", "C", "C", "H", "H", "H", "H", "H", "H", "H", "H", "H", "H", "H", "H", "H", "H", "H", "H", "H", "H", "H", "N", "C", "H", "N", "C", "N", "C", "N"], "xyz": [[-1.546, -0.695, 0.725], [-2.973, -0.406, -3.535], [-5.291, -0.153, -2.677], [-5.843, -1.991, -2.297], [-5.534, -3.037, -3.169], [-6.141, -4.281, -2.990], [-6.912, -4.504, -1.826], [-7.025, -3.413, -0.962], [-6.607, -2.167, -1.216], [-2.616, 1.446, -3.369], [-3.573, 2.479, -3.568], [-3.247, 3.786, -3.106], [-2.032, 4.038, -2.542], [-1.120, 2.953, -2.400], [-1.376, 1.688, -2.819], [-4.939, -2.761, -4.068], [-5.975, -5.052, -3.767], [-7.348, -5.464, -1.578], [-7.531, -3.562, -0.009], [-4.560, 2.325, -4.073], [-3.882, 4.663, -3.230], [-1.775, 5.027, -2.212], [-0.168, 3.083, -1.954], [3.153, 2.987, 0.393], [3.057, 2.290, 1.685], [4.414, 1.940, 2.291], [2.311, 3.145, 2.747], [2.021, 0.739, 1.305], [0.574, 1.147, 0.873], [2.848, -0.187, -0.137], [2.290, 0.095, -1.389], [2.857, -0.408, -2.599], [3.879, -1.294, -2.533], [4.347, -1.743, -1.275], [3.793, -1.196, -0.103], [2.025, -0.312, 2.877], [0.911, 0.120, 3.578], [0.784, -0.212, 4.941], [1.747, -1.008, 5.568], [2.874, -1.382, 4.840], [3.013, -1.010, 3.509], [3.607, 3.983, 0.540], [2.191, 3.167, -0.098], [3.733, 2.456, -0.418], [5.003, 2.820, 2.443], [5.019, 1.314, 1.575], [4.284, 1.466, 3.268], [2.906, 4.057, 2.984], [2.116, 2.629, 3.703], [1.334, 3.455, 2.342], [1.410, 0.744, -1.413], [2.440, -0.086, -3.563], [4.389, -1.800, -3.402], [5.025, -2.588, -1.242], [4.065, -1.679, 0.815], [0.182, 0.851, 3.151], [-0.062, 0.142, 5.527], [1.623, -1.336, 6.590], [3.575, -2.062, 5.326], [3.923, -1.274, 2.923], [-3.001, 2.018, 0.142], [-2.494, 0.989, 0.377], [-3.257, 3.007, -0.031], [1.469, -5.265, -2.026], [1.133, -4.708, -1.028], [0.818, -4.314, 0.189], [0.138, -3.300, 0.451], [-0.453, -2.398, 0.944]], "mulliken_spin": [0.020, 0.432, 0.458, -0.002, 0.022, -0.014, 0.034, -0.003, 0.020, 0.007, 0.012, -0.015, 0.026, -0.005, 0.025, -0.001, -0.001, 0.001, 0.000, -0.001, 0.000, 0.001, -0.002, 0.005, 0.179, 0.010, 0.008, 0.016, 0.659, 0.047, 0.010, 0.002, -0.004, 0.008, -0.002, 0.031, -0.013, 0.001, -0.002, 0.004, -0.009, 0.018, 0.005, 0.001, 0.006, 0.001, 0.002, 0.009, 0.000, 0.004, -0.020, 0.000, 0.000, 0.001, 0.001, -0.002, 0.000, 0.000, 0.000, -0.001, 0.001, 0.000, 0.000, 0.002, -0.001, 0.003, 0.001, 0.005], "s2": 2.019, "multiplicity": 3, "total_charge": 1, "relative_energy_kj_mol": 0.0, "homo_energy_ev": [-10.28, -10.26]}